The following is a quantum chemistry calculation of a structure of composition C30H44BrN3NiP2 at a distorted geometry, from the Open Molecules 2025 dataset.

Values from the calculation:
Total charge: +2
Kohn-Sham gap (spin up / spin down), hartree: 0.298 / 0.237
Spin multiplicity: 3
Energy relative to the best compared isomer or geometry (same formula, charge and spin), eV: 0.0000
LUMO level (spin up / spin down), eV: -5.693 / -7.326
⟨S²⟩: 2.011

The geometry in XYZ format:
```
81
Properties=species:S:1:pos:R:3:forces:R:3
C -1.774137 -5.448756 0.511565 0.4 -0.4 -0.2
C -0.458548 -5.084212 0.120748 -0.7 -0.7 -0.7
C 0.025746 -5.605009 -1.100640 -0.3 -0.4 0.2
C -0.723062 -6.598596 -1.764112 0.2 0.8 0.4
N -1.912999 -6.999479 -1.321958 -0.1 -0.3 0.0
C -2.439619 -6.449172 -0.227112 0.5 0.8 0.1
C 0.388489 -4.229923 0.904386 1.4 1.5 0.9
C 1.168857 -3.483714 1.498367 -1.7 -1.8 -0.8
C 1.647089 -2.232978 1.996963 0.1 0.2 -0.2
C 0.694513 -1.218757 1.831324 0.7 0.8 -0.3
C 1.135753 0.101425 1.839923 0.7 -0.3 0.4
C 2.495006 0.402912 1.968387 -0.4 1.0 1.6
C 3.379965 -0.550853 2.455662 -0.3 -0.4 -0.1
C 2.940750 -1.905205 2.476152 -0.2 0.7 -0.2
Ni 0.510257 1.371426 0.283324 -0.7 0.8 -1.2
P -0.954558 0.167759 -1.031574 -0.8 -1.0 -0.5
H 0.980754 -5.260706 -1.495550 -0.1 -0.3 0.2
H -2.247703 -5.003482 1.386506 0.2 -0.2 -0.1
H -0.340321 -7.081870 -2.674967 -0.2 0.3 0.4
H -3.425417 -6.817669 0.082601 0.4 0.2 -0.1
H 3.591902 -2.687867 2.885261 -0.2 0.3 -0.5
H -0.339428 -1.433157 1.569073 0.3 -0.2 0.4
H 4.357130 -0.257643 2.832979 -0.1 -0.2 -0.2
H 0.452590 0.947031 2.015092 0.2 -0.5 0.3
C -1.789021 1.302570 -2.216459 0.1 0.3 0.3
C -2.544599 0.675829 -3.382874 -0.2 0.0 -0.3
H -1.020940 1.995672 -2.595356 -0.2 -0.2 0.1
H -2.464884 1.919573 -1.602264 0.1 -0.1 -0.1
H -2.934756 1.473187 -4.025304 0.1 -0.1 0.1
H -1.906781 0.039849 -4.003169 0.0 0.1 0.1
H -3.403497 0.085063 -3.054090 0.3 0.1 -0.1
C -0.233726 -1.249338 -1.996926 0.5 0.6 0.2
C -1.154312 -2.349638 -2.493504 -0.3 -0.3 -0.2
H 0.523787 -1.685350 -1.329779 0.0 0.0 -0.1
H 0.315642 -0.812821 -2.840000 -0.2 -0.1 0.2
H -0.576934 -3.045318 -3.111332 0.0 0.1 0.1
H -1.582424 -2.937037 -1.677930 0.0 0.1 0.0
H -1.967981 -1.973124 -3.116533 0.1 -0.1 0.1
C -2.276532 -0.648564 -0.052931 0.0 0.2 0.4
C -3.617279 -0.891033 -0.730101 -0.5 -0.3 -0.1
H -2.422740 -0.025956 0.837298 0.0 -0.1 -0.1
H -1.863596 -1.603063 0.300188 0.0 0.1 -0.1
H -4.301115 -1.377557 -0.021507 0.2 0.1 -0.1
H -4.102169 0.035812 -1.054625 0.1 -0.1 0.1
H -3.530110 -1.556204 -1.596427 -0.1 0.2 0.2
Br 2.803818 2.402234 1.895369 0.0 -2.1 0.6
P 2.222568 1.434237 -1.437875 0.1 -0.2 0.3
C 1.815232 1.228861 -3.206438 -0.6 -0.3 0.0
C 2.651268 2.027900 -4.192978 0.1 0.0 -0.4
H 0.748558 1.477468 -3.304939 0.3 0.0 -0.2
H 1.903482 0.158420 -3.423861 0.0 0.2 0.0
H 2.251911 1.848183 -5.196122 0.1 0.1 0.1
H 2.606142 3.105494 -3.999034 0.1 -0.3 -0.2
H 3.697312 1.697358 -4.202655 -0.3 0.2 0.1
C 3.099104 3.022045 -1.347472 -0.2 0.3 0.3
C 4.596342 2.943023 -1.578141 0.5 0.5 -0.2
H 2.888071 3.413371 -0.341552 0.2 0.0 -0.7
H 2.611284 3.698660 -2.061578 0.1 -0.1 0.2
H 5.041205 3.920500 -1.356653 0.0 -0.2 0.0
H 5.068000 2.210696 -0.915645 0.0 0.1 -0.1
H 4.858098 2.724514 -2.621868 -0.1 -0.1 0.4
C 3.351560 0.034457 -1.040512 0.0 0.1 0.5
C 4.416956 -0.375805 -2.050873 0.2 0.0 0.0
H 2.701678 -0.823834 -0.814001 0.0 0.1 -0.1
H 3.805137 0.272416 -0.068219 0.0 0.1 -0.4
H 4.980761 -1.215413 -1.627778 -0.1 0.1 -0.1
H 3.977837 -0.722171 -2.992505 0.1 0.1 0.1
H 5.136509 0.428949 -2.242228 -0.3 -0.3 -0.1
N -1.543405 3.807610 0.325483 0.2 0.2 -0.4
C -1.918800 3.147925 1.438172 0.0 -1.4 0.6
C -3.045261 3.509154 2.203997 -0.3 -0.1 0.3
C -3.481448 2.667250 3.225654 0.3 0.3 -0.7
C -2.731470 1.525093 3.506450 0.6 -0.7 0.2
C -1.555623 1.296691 2.819811 -0.8 0.4 -0.2
N -1.189316 2.041813 1.739036 0.4 0.3 0.2
H -0.724468 3.504846 -0.191814 -0.5 0.5 0.2
H -2.085394 4.586514 0.002054 0.1 0.1 -0.2
H -3.583244 4.423604 1.951303 0.1 -0.3 0.1
H -4.383922 2.868119 3.798722 0.2 0.1 -0.2
H -3.012471 0.764499 4.238228 0.0 0.6 0.0
H -0.927138 0.468022 3.163502 -0.2 0.3 -0.5
```
Forces are in eV/Å.

=====

The following is a quantum chemistry calculation of a structure of composition C30H44BrN3P2Tc at a distorted geometry, from the Open Molecules 2025 dataset.

Values from the calculation:
Total charge: +4
Kohn-Sham gap (spin up / spin down), hartree: 0.238 / 0.161
Spin multiplicity: 4
Energy relative to the best compared isomer or geometry (same formula, charge and spin), eV: 0.4279
LUMO level (spin up / spin down), eV: -13.452 / -15.152
⟨S²⟩: 3.877

The geometry in XYZ format:
```
81
Properties=species:S:1:pos:R:3:forces:R:3
C 2.884703 5.037374 -1.011519 0.5 0.2 0.3
C 1.761691 4.417675 -1.613310 -0.8 -0.8 0.4
C 1.811048 4.156258 -3.005472 0.2 0.2 -1.0
C 2.904682 4.635138 -3.734347 -1.3 -0.3 0.0
N 3.925619 5.249225 -3.148805 0.3 -0.4 -0.2
C 3.923659 5.463527 -1.838885 -0.5 0.3 1.1
C 0.602163 4.034144 -0.881748 1.0 1.6 -0.7
C -0.466530 3.936483 -0.281276 1.0 -0.2 -0.5
C -1.444609 3.272393 0.462875 1.3 -0.4 -0.2
C -0.839433 2.557068 1.490969 0.3 -0.3 0.4
C -1.537401 1.382929 1.967836 -1.0 0.7 -1.8
C -2.524659 0.940984 0.943039 0.4 0.8 2.5
C -3.354828 1.819032 0.268180 -0.2 0.5 -0.5
C -2.729172 2.999582 -0.116204 -0.5 -1.9 -0.2
Tc -1.646578 -0.623080 1.413136 0.2 -1.3 0.5
P 0.729866 -0.417737 0.395658 2.1 0.1 -1.2
H 1.012644 3.600761 -3.506643 0.3 0.3 0.2
H 2.929791 5.177573 0.069441 0.0 0.1 -0.4
H 2.934702 4.503897 -4.815222 0.1 0.0 0.2
H 4.779391 5.988823 -1.421964 -0.1 -0.1 -0.1
H -3.029222 3.451189 -1.074624 -0.2 0.5 1.0
H 0.189678 2.743855 1.887983 -1.2 0.6 -0.4
H -4.331241 1.442631 0.010005 -0.2 0.5 -0.7
H -1.811470 1.423704 3.036453 -0.1 -0.6 -0.4
C 1.601815 -2.065183 0.496035 -0.4 -0.3 0.5
C 2.839190 -2.371376 -0.357614 0.5 0.0 -0.3
H 0.841440 -2.829439 0.280580 0.1 0.1 0.2
H 1.863707 -2.185953 1.557908 0.0 0.0 -0.2
H 3.157213 -3.411340 -0.210749 -0.3 0.1 0.1
H 2.672269 -2.259414 -1.432594 -0.1 0.0 0.2
H 3.719712 -1.780509 -0.093007 -0.4 0.0 -0.1
C 1.030541 0.106302 -1.386613 -0.7 -0.2 -0.3
C 2.395257 0.646135 -1.854813 0.5 0.0 0.2
H 0.271458 0.878980 -1.564840 0.0 -0.1 -0.2
H 0.799757 -0.756232 -2.029890 -0.1 0.4 0.4
H 2.385696 0.838798 -2.937237 -0.4 -0.2 0.3
H 2.653883 1.603644 -1.390593 0.0 -0.2 0.1
H 3.228015 -0.055394 -1.701280 -0.4 0.3 0.0
C 1.953457 0.731041 1.197895 -0.4 0.3 0.7
C 3.440355 0.360728 1.209889 0.5 -0.1 0.0
H 1.604305 0.824557 2.231906 0.2 0.2 -0.1
H 1.842343 1.720102 0.729563 -0.2 -0.2 0.1
H 4.022359 1.085515 1.801136 -0.4 -0.1 -0.1
H 3.626403 -0.612983 1.674483 -0.1 0.2 -0.1
H 3.884996 0.365471 0.209090 -0.2 -0.1 0.4
Br -3.751827 -1.743206 2.346725 1.8 1.4 0.2
P -2.008189 -1.701961 -0.861903 -1.8 -0.8 -1.1
C -0.877258 -2.523592 -2.100381 1.2 -0.1 0.1
C -1.399126 -3.779757 -2.841371 -0.5 -0.2 0.1
H 0.015249 -2.815011 -1.519089 -0.2 0.1 -0.5
H -0.551509 -1.805606 -2.869799 -0.2 0.0 0.5
H -0.609024 -4.197157 -3.491983 -0.2 0.4 0.4
H -1.675735 -4.578166 -2.138536 0.1 0.2 -0.4
H -2.258660 -3.561885 -3.497891 0.3 0.0 0.4
C -3.117086 -3.177111 -0.449544 0.0 0.2 1.8
C -4.403509 -3.295899 -1.239280 -0.2 -0.1 -0.7
H -3.411722 -3.050161 0.610736 0.4 -0.2 -1.2
H -2.514175 -4.099302 -0.446531 -0.1 0.4 -0.3
H -5.113699 -3.931816 -0.699510 0.2 0.1 0.0
H -4.879690 -2.319394 -1.382180 0.0 -0.2 0.0
H -4.238521 -3.766095 -2.210493 -0.1 0.2 0.0
C -2.890222 -0.438768 -1.890188 -0.2 0.2 -0.2
C -3.296889 -0.804555 -3.337277 0.0 -0.2 -0.2
H -2.154661 0.380958 -1.959734 -0.2 -0.1 0.2
H -3.761979 -0.048778 -1.333249 0.4 -0.4 -0.2
H -3.762385 0.066453 -3.830892 0.2 -0.2 0.4
H -2.416757 -1.072797 -3.944906 -0.4 0.0 0.2
H -4.038671 -1.612572 -3.392547 0.4 0.2 0.1
N 0.022798 -2.860481 3.315300 0.0 1.6 1.1
C 0.238413 -1.771721 4.086165 -0.6 -1.2 -1.3
C 0.845673 -1.910527 5.367533 0.2 0.1 0.3
C 1.131052 -0.726615 6.035902 0.7 -0.2 1.3
C 0.847094 0.520733 5.457900 0.8 -0.3 1.2
C 0.233585 0.533441 4.226144 -1.9 -1.3 -2.8
N -0.140040 -0.586828 3.543572 0.5 1.2 0.7
H -0.498970 -2.813171 2.452649 0.0 0.0 0.0
H 0.221687 -3.775744 3.649688 0.2 -0.9 0.4
H 1.056451 -2.934154 5.744573 0.0 1.0 0.0
H 1.612001 -0.760473 7.039094 -0.4 0.0 -0.8
H 1.098063 1.482007 5.933027 -0.1 -0.7 -0.1
H -0.060442 1.452808 3.703432 0.5 -0.3 0.7
```
Forces are in eV/Å.

=====

The following is a quantum chemistry calculation of a structure of composition C30H44Cl2CoNP at a distorted geometry, from the Open Molecules 2025 dataset.

Values from the calculation:
Total charge: -1
Kohn-Sham gap (spin up / spin down), hartree: 0.226 / 0.246
Spin multiplicity: 5
Energy relative to the best compared isomer or geometry (same formula, charge and spin), eV: 0.1770
LUMO level (spin up / spin down), eV: 2.800 / 2.791
⟨S²⟩: 6.049

The geometry in XYZ format:
```
79
Properties=species:S:1:pos:R:3:forces:R:3
P -0.404803 -0.367956 -0.728698 -1.4 -1.4 0.2
C -2.247455 0.053995 -0.372043 0.9 -0.2 -0.3
C -3.353895 -0.862583 -0.886070 -0.4 -0.2 0.3
C -4.742334 -0.270359 -0.626886 0.2 0.2 -0.2
C -4.954255 0.209049 0.816146 0.1 -0.1 0.1
C -3.758999 0.954221 1.438742 0.0 0.1 -0.2
C -2.406481 0.302131 1.128492 -0.4 0.1 0.1
C -0.141471 -1.982771 0.220902 -0.2 0.8 -0.5
C -1.347658 -2.896890 0.252235 0.2 -0.5 0.3
C -0.979123 -4.247840 0.849233 0.1 0.0 0.1
C -0.308312 -4.118220 2.224858 -0.1 0.1 0.1
C 0.742041 -2.997621 2.336615 0.1 0.0 -0.1
C 0.354693 -1.686671 1.632387 0.1 -0.3 0.2
C -0.659897 -1.130385 -2.426433 0.0 -0.2 0.2
C -1.144405 -0.059566 -3.412171 0.2 0.0 -0.3
C -1.394439 -0.641252 -4.816527 -0.1 -0.1 0.2
C -0.229597 -1.476538 -5.367372 0.2 0.1 0.1
C 0.375877 -2.450102 -4.344202 -0.2 -0.1 0.2
C 0.587205 -1.859373 -2.939497 0.3 0.3 -0.4
H -2.302535 1.020332 -0.903082 -0.2 -0.1 0.3
H -3.324642 -1.825270 -0.364709 0.0 0.3 -0.2
H -3.242520 -1.091564 -1.953707 -0.1 0.1 0.2
H -5.489932 -1.033839 -0.866590 -0.1 0.2 0.0
H -4.897165 0.566072 -1.317373 0.0 0.0 0.0
H -5.832158 0.867557 0.838218 0.0 -0.2 0.1
H -5.190452 -0.658609 1.446679 0.0 0.0 -0.1
H -3.741329 1.988425 1.068754 0.0 -0.1 0.0
H -3.888146 1.001661 2.527590 -0.1 0.1 -0.1
H -1.598259 0.946584 1.503555 -0.1 -0.2 -0.1
H -2.346585 -0.653863 1.672335 0.0 0.3 -0.1
H 0.668833 -2.464210 -0.348205 -0.1 0.0 0.3
H -0.304616 -4.761690 0.155333 0.0 0.0 0.0
H -1.771306 -3.049556 -0.749007 0.1 0.0 0.3
H -2.117502 -2.443240 0.885834 0.1 -0.2 -0.1
H -1.887118 -4.854047 0.932184 0.1 -0.2 0.0
H 0.167174 -5.077022 2.468134 -0.1 0.1 0.1
H -1.088538 -3.946171 2.979057 0.0 0.0 -0.1
H 0.940827 -2.790323 3.394494 0.1 -0.1 -0.1
H 1.684173 -3.351988 1.895352 -0.1 0.1 0.0
H 1.224537 -1.011915 1.604888 -0.2 -0.2 0.0
H -0.425858 -1.171631 2.210881 0.1 -0.1 -0.1
H -1.448464 -1.894458 -2.318303 0.1 0.2 -0.2
H -2.078398 0.404653 -3.061052 0.3 -0.1 0.0
H -0.398530 0.753246 -3.471575 -0.1 -0.3 0.1
H -2.293418 -1.271004 -4.777937 0.0 0.0 0.0
H -1.620067 0.178858 -5.509370 0.0 -0.1 0.0
H 0.556992 -0.795519 -5.718404 -0.1 -0.1 0.0
H -0.578788 -2.052866 -6.237740 0.2 0.2 0.1
H 1.332356 -2.838110 -4.718214 -0.2 0.0 0.0
H -0.293217 -3.314490 -4.240981 0.0 0.0 -0.1
H 0.864499 -2.682205 -2.264609 -0.1 0.3 -0.2
H 1.443767 -1.166930 -2.935630 -0.3 -0.2 -0.1
Co 1.802346 1.586010 0.226555 0.6 0.4 0.1
Cl 2.507040 -0.170710 -0.908657 1.4 -0.8 -0.3
Cl -0.065728 2.508109 -0.404530 -1.2 1.9 -0.2
C 2.714822 2.179511 1.889185 0.4 0.3 0.7
H 3.709984 2.661363 1.791586 -0.2 -0.4 0.0
C 2.307989 2.097660 3.227797 0.1 0.0 0.4
C 3.220677 2.319357 4.329081 -0.5 -0.1 -0.5
C 2.861714 1.960086 5.611050 0.1 0.0 0.0
C 1.579038 1.443218 5.868298 0.1 0.0 0.3
C 0.631373 1.361204 4.841360 -0.1 0.0 -0.2
C 0.971029 1.690798 3.535504 0.3 -0.1 0.6
H 4.210563 2.731642 4.087674 -0.4 -0.3 0.2
H 3.588843 2.072000 6.425091 -0.3 -0.1 -0.3
H -0.380870 1.019810 5.072456 0.3 0.1 -0.1
H 0.245653 1.639961 2.719925 0.2 -0.1 0.2
H 1.331966 1.121138 6.883367 0.0 0.1 -0.3
C 4.751679 4.989123 -1.714756 -0.2 -0.3 0.1
C 3.697969 5.353695 -0.874626 -0.2 -0.3 0.1
C 2.837004 4.368010 -0.384314 0.8 -0.6 -0.4
N 3.006794 3.060611 -0.696008 0.6 0.8 -0.9
C 4.019882 2.698705 -1.510177 -0.2 1.1 0.4
C 4.911303 3.641571 -2.036037 -0.2 -0.1 0.2
H 5.435042 5.741407 -2.107864 -0.1 -0.2 0.1
H 3.527941 6.384560 -0.577496 0.1 -0.1 -0.1
H 2.026297 4.615642 0.304993 0.2 -0.3 -0.3
H 4.127061 1.637858 -1.724362 -0.2 0.2 0.1
H 5.712283 3.289522 -2.681610 -0.1 0.2 0.1
```
Forces are in eV/Å.